Computed, not measured: a molecular structure, C10H14BBaIN6 at a distorted geometry, with the ωB97M-V functional and the def2-TZVPD basis.

```
33
C10H14BBaIN6, DFT the ωB97M-V functional and the def2-TZVPD basis
H -0.009 3.123 2.493
N 0.157 1.758 0.881
B 0.639 0.713 -1.380
N 0.629 1.914 -0.411
C 1.024 3.182 -0.628
Ba -1.401 -0.687 1.991
H 1.419 3.464 -1.594
C 0.807 3.899 0.553
H 0.999 4.941 0.707
C 0.277 2.961 1.464
H 0.988 1.045 -2.474
C -1.760 -3.165 1.202
H -2.144 -3.162 2.250
H -0.905 -3.866 1.172
H -2.590 -3.561 0.592
N -0.777 0.112 -1.376
N 1.594 -0.340 -0.782
N -1.433 -0.352 -0.177
N 1.295 -0.932 0.435
C -1.577 -0.070 -2.425
C 2.755 -0.807 -1.273
H -1.244 0.265 -3.395
H 3.131 -0.431 -2.213
C -2.756 -0.685 -2.027
C 3.244 -1.756 -0.373
C -2.639 -0.850 -0.634
C 2.293 -1.800 0.676
H -3.562 -0.966 -2.655
H 4.141 -2.326 -0.476
H -3.320 -1.380 0.037
H 2.308 -2.420 1.558
H -1.254 1.280 3.444
I -0.333 0.898 4.837
```

Its spin multiplicity is 1. The calculation puts the HOMO energy at -6.50 eV. The value obtained for the total energy is -29007.222 eV. The frontier orbital gap comes out at 0.20247 Eh.